Entry 1:
{"formula": "C15H19CoN5O2SSb", "method": "the ωB97M-V functional and the def2-TZVPD basis", "elements": ["Co", "O", "N", "C", "C", "C", "C", "C", "S", "H", "H", "H", "H", "C", "C", "Sb", "C", "C", "C", "C", "H", "H", "H", "H", "H", "H", "H", "H", "H", "H", "H", "H", "H", "H", "H", "O", "N", "C", "C", "N", "C", "N", "N", "C"], "coordinates": [[1.2944, -0.4616, -0.4046], [3.2106, -0.5435, -0.2893], [3.7589, -0.4542, 0.9158], [5.1094, -0.3843, 0.9374], [5.8042, -0.2955, 2.1096], [5.0829, -0.2762, 3.3082], [3.7159, -0.3476, 3.2671], [3.0079, -0.4418, 2.0518], [1.3072, -0.5484, 1.9589], [5.5532, -0.4008, -0.0454], [6.8817, -0.2373, 2.0851], [5.5961, -0.2019, 4.2575], [3.1229, -0.3321, 4.1698], [-2.0961, -1.9753, 1.9313], [-2.4543, -0.6545, 1.2555], [-1.3165, -0.3277, -0.5377], [-2.4118, 1.3438, -1.3359], [-3.8960, 1.4311, -1.0027], [-2.1342, -1.9613, -1.6643], [-3.6490, -2.0751, -1.7520], [-2.6521, -2.1059, 2.8628], [-1.0347, -2.0368, 2.1675], [-2.3330, -2.8233, 1.2851], [-2.2707, 0.1924, 1.9192], [-3.5107, -0.6352, 0.9847], [-2.2334, 1.3324, -2.4120], [-1.8929, 2.2256, -0.9659], [-4.4720, 0.6162, -1.4384], [-4.3124, 2.3687, -1.3789], [-4.0675, 1.4104, 0.0747], [-1.6898, -2.8474, -1.2117], [-1.6788, -1.9001, -2.6530], [-4.1227, -2.0579, -0.7679], [-3.9368, -3.0137, -2.2329], [-4.0828, -1.2661, -2.3399], [1.4689, 1.6219, -0.7580], [0.6291, 2.1943, -1.5204], [0.8390, 3.4748, -1.7745], [1.9450, 4.2062, -1.2406], [2.8363, 4.7954, -0.8111], [-0.1045, 4.1350, -2.6145], [-0.8624, 4.6762, -3.2937], [0.9558, -3.2244, -1.8042], [1.0956, -2.1945, -1.2925]], "forces_ev_per_angstrom": [[-0.692, 0.207, -0.277], [0.037, -0.007, 0.007], [-0.005, 0.000, -0.081], [-0.040, 0.000, 0.008], [-0.033, -0.006, 0.000], [-0.025, 0.002, -0.012], [0.029, 0.003, 0.017], [0.015, -0.004, -0.001], [0.097, 0.065, -0.004], [0.001, -0.002, -0.006], [0.010, 0.004, -0.002], [0.003, 0.000, 0.011], [-0.002, -0.001, 0.011], [-0.032, -0.036, -0.030], [0.103, 0.005, 0.053], [-0.002, -0.161, -0.215], [0.040, 0.030, 0.072], [-0.015, -0.007, 0.027], [0.042, 0.015, 0.004], [-0.017, 0.003, -0.012], [-0.015, -0.001, 0.003], [0.038, 0.009, 0.010], [-0.002, -0.007, -0.008], [0.019, -0.007, 0.014], [-0.007, 0.039, -0.013], [-0.015, -0.007, -0.014], [0.040, 0.032, 0.006], [-0.006, -0.009, 0.007], [-0.005, -0.003, -0.015], [-0.001, 0.026, 0.005], [0.012, -0.018, 0.015], [0.006, 0.013, -0.021], [-0.003, 0.001, 0.013], [-0.001, -0.005, 0.002], [-0.003, 0.000, -0.013], [0.136, -0.002, 0.132], [0.040, 0.003, 0.030], [0.004, -0.170, 0.054], [0.122, -0.001, 0.076], [-0.067, -0.003, -0.040], [-0.077, 0.035, -0.115], [0.042, -0.029, 0.067], [-0.037, 0.039, -0.056], [0.265, -0.044, 0.293]], "homo_energy_ev": [-5.20, -4.96], "total_charge": -1, "s2": 0.950, "homo_lumo_gap_ev": [7.88, 7.64], "spin_multiplicity": 2, "molar_mass_g_mol": 514.1, "energy_ev": -82406.6705}



Entry 2:
{"formula": "C3H12N2O2", "method": "the ωB97M-V functional and the def2-TZVPD basis", "elements": ["C", "C", "N", "C", "N", "H", "H", "H", "H", "H", "H", "H", "H", "H", "H", "O", "H", "H", "O"], "coordinates": [[-1.4257, 2.2315, -0.8718], [-0.0176, 1.6432, -1.0796], [0.2695, 0.5059, -0.2282], [1.1299, 0.5090, 0.8019], [1.5763, -0.5304, 1.3949], [-2.0713, 1.4785, -0.4273], [-1.8930, 2.7322, -1.7132], [-1.3000, 3.0048, -0.1067], [0.1946, 1.3384, -2.1052], [0.7262, 2.3959, -0.8065], [-0.0952, -0.4038, -0.4895], [1.4010, 1.5280, 1.1207], [1.8883, -0.3050, 2.3302], [1.0220, -2.4335, 1.4488], [0.0380, -3.4573, 2.3348], [0.2139, -2.9866, 1.5071], [-0.1993, -2.3913, -1.7510], [-0.5884, -2.6692, -0.2791], [-0.8692, -2.1901, -1.0803]], "forces_ev_per_angstrom": [[0.605, 0.210, 0.970], [0.292, 0.070, 0.008], [0.080, -0.527, -0.062], [-0.074, 0.976, 0.246], [-0.483, -0.630, 0.140], [-0.223, -0.076, -0.306], [0.119, -0.291, -0.340], [-0.281, -0.043, 0.039], [-0.198, 0.163, -0.106], [-0.027, 0.071, -0.292], [-0.176, -0.093, -0.132], [-0.091, -0.115, 0.038], [0.638, 0.205, -0.173], [-0.447, 0.101, 0.774], [0.719, 0.549, -0.351], [-0.533, -0.568, -0.597], [-0.268, -0.071, 0.281], [0.002, 0.057, 0.064], [0.346, 0.013, -0.199]], "homo_energy_ev": -8.75, "total_charge": 0, "homo_lumo_gap_ev": 9.74, "smiles": "[H]/N=C/NCC.O.O", "molar_mass_g_mol": 108.1, "energy_ev": -10380.8116}